Entry 1:
C24H21N3O4S in the gas phase. Source: OMol25; level of theory: ωB97M-V with the def2-TZVPD basis set.

Results
Molar mass ... 447.516 g/mol
Energy above the lowest of the compared OMol25 structures with the same formula, charge and spin ... 177.6 kJ/mol
2S+1 ... 1
E_HOMO ... -9.09 eV
Electronic energy ... -48723.621 eV
Structure (SMILES) ... Cc1cc(NS(=O)(=O)c2ccc(NC(=O)C(c3ccccc3)c3ccccc3)cc2)no1

Atoms and positions in Å:
C1 2.25 1.28 -3.13
C2 3.12 1.31 -1.93
C3 4.21 0.57 -1.57
C4 4.52 1.04 -0.27
N1 5.50 0.54 0.56
S1 5.43 -1.14 0.83
O1 6.00 -1.80 -0.30
O2 6.00 -1.35 2.12
C5 3.66 -1.36 0.82
C6 3.05 -1.84 -0.33
C7 1.69 -1.68 -0.51
C8 0.95 -1.01 0.47
N2 -0.40 -0.70 0.26
C9 -0.98 -0.42 -0.94
O3 -0.43 -0.54 -2.01
C10 -2.41 0.11 -0.80
C11 -2.40 1.25 0.19
C12 -2.72 1.06 1.53
C13 -2.65 2.11 2.43
C14 -2.24 3.37 2.00
C15 -1.91 3.56 0.67
C16 -1.99 2.51 -0.23
C17 -3.41 -0.97 -0.43
C18 -3.05 -2.30 -0.24
C19 -4.01 -3.25 0.08
C20 -5.33 -2.88 0.22
C21 -5.70 -1.56 0.03
C22 -4.74 -0.61 -0.30
C23 1.55 -0.62 1.66
C24 2.91 -0.78 1.83
N3 3.69 1.99 0.10
O4 2.82 2.17 -0.94
H1 1.37 0.67 -2.92
H2 2.79 0.86 -3.97
H3 1.91 2.29 -3.37
H4 4.74 -0.18 -2.12
H5 5.58 1.05 1.43
H6 3.67 -2.32 -1.07
H7 1.22 -2.02 -1.41
H8 -0.91 -0.41 1.09
H9 -2.68 0.49 -1.78
H10 -3.06 0.09 1.87
H11 -2.90 1.95 3.46
H12 -2.18 4.19 2.70
H13 -1.59 4.53 0.32
H14 -1.73 2.67 -1.27
H15 -2.02 -2.61 -0.36
H16 -3.71 -4.28 0.22
H17 -6.08 -3.62 0.47
H18 -6.73 -1.26 0.13
H19 -5.03 0.42 -0.45
H20 0.96 -0.14 2.43
H21 3.41 -0.43 2.72

From a Löwdin analysis of the wavefunction, the atomic charges in e read: number 1, C, carries 0.01; number 2, C, carries -0.30; number 3, C, carries 0.03; number 4, C, carries -0.42; number 5, N, carries -0.02; number 6, S, carries 0.67; number 7, O, carries -0.27; number 8, O, carries -0.28; number 9, C, carries -0.29; number 10, C, carries -0.06; number 11, C, carries 0.01; number 12, C, carries -0.20; number 13, N, carries 0.16; number 14, C, carries -0.43; number 15, O, carries 0.09; number 16, C, carries -0.14; number 17, C, carries -0.20; number 18, C, carries -0.05; number 19, C, carries -0.07; number 20, C, carries -0.08; number 21, C, carries -0.07; number 22, C, carries -0.02; number 23, C, carries -0.20; number 24, C, carries -0.03; number 25, C, carries -0.07; number 26, C, carries -0.09; number 27, C, carries -0.07; number 28, C, carries -0.04; number 29, C, carries 0.01; number 30, C, carries -0.05; number 31, N, carries 0.12; number 32, O, carries 0.00; number 33, H, carries 0.07; number 34, H, carries 0.09; number 35, H, carries 0.09; number 36, H, carries 0.12; number 37, H, carries 0.12; number 38, H, carries 0.12; number 39, H, carries 0.12; number 40, H, carries 0.13; number 41, H, carries 0.16; number 42, H, carries 0.12; number 43, H, carries 0.11; number 44, H, carries 0.10; number 45, H, carries 0.11; number 46, H, carries 0.12; number 47, H, carries 0.11; number 48, H, carries 0.10; number 49, H, carries 0.10; number 50, H, carries 0.10; number 51, H, carries 0.12; number 52, H, carries 0.12; number 53, H, carries 0.12

***

Entry 2:
A molecular structure, C25H15Cl4I2IrN2O9S2. Source: OMol25; level of theory: ωB97M-V with the def2-TZVPD basis set.

Results
Molar mass ... 1139.371 g/mol
Energy above the lowest of the compared OMol25 structures with the same formula, charge and spin ... 0.0 kJ/mol
2S+1 ... 2
E_HOMO (alpha / beta) ... -3.53 / -3.53 eV
Charge ... -1
Electronic energy ... -138378.605 eV

Atoms and positions in Å:
Ir1 0.43 -0.19 -0.21
I1 -4.36 0.78 5.24
C1 -2.74 0.22 4.05
C2 -1.47 0.69 4.35
C3 -0.40 0.32 3.55
I2 0.57 2.32 7.28
C4 -0.55 -0.58 2.48
O1 0.44 -1.01 1.69
C5 -1.87 -0.95 2.16
C6 -2.06 -1.50 0.78
N1 -1.65 -0.39 -0.15
C7 -2.21 -0.42 -1.51
C8 -1.16 -0.20 -2.59
C9 -1.48 -0.27 -3.94
C10 -0.51 0.01 -4.88
C11 0.76 0.37 -4.45
C12 1.02 0.41 -3.10
N2 0.08 0.11 -2.20
C13 -2.95 -0.56 2.93
H1 -1.28 1.37 5.18
H2 -3.10 -1.78 0.58
H3 -1.41 -2.35 0.58
H4 -1.90 0.49 0.32
H5 -2.94 0.38 -1.61
H6 -2.73 -1.36 -1.69
H7 -2.49 -0.52 -4.23
H8 -0.74 -0.03 -5.93
H9 1.55 0.61 -5.15
H10 1.99 0.67 -2.69
H11 -3.96 -0.84 2.64
O2 -1.29 1.95 1.36
S1 -0.49 2.83 0.52
O3 -1.24 3.78 -0.27
O4 0.43 2.04 -0.38
C14 0.45 3.84 1.68
C15 0.35 5.20 1.48
C16 0.79 6.10 2.44
C17 1.31 5.64 3.63
C18 1.48 4.28 3.83
C19 1.09 3.38 2.85
S2 1.80 1.75 3.05
O5 2.94 1.89 3.88
O6 0.80 0.91 3.91
O7 1.98 1.24 1.73
H12 -0.15 5.55 0.59
H13 0.69 7.17 2.26
H14 1.61 6.33 4.41
H15 1.92 3.90 4.74
Cl1 3.60 -6.03 0.10
C20 3.25 -4.36 -0.07
C21 4.31 -3.41 0.04
Cl2 5.90 -3.95 0.35
C22 4.06 -2.06 -0.10
Cl3 5.29 -0.88 0.01
C23 2.73 -1.61 -0.32
O8 2.44 -0.38 -0.47
C24 1.66 -2.58 -0.43
O9 0.48 -2.14 -0.69
C25 1.96 -3.96 -0.31
Cl4 0.66 -5.07 -0.47

From a Löwdin analysis of the wavefunction, the atomic charges in e read: number 1, Ir, carries 1.50; number 2, I, carries 0.83; number 3, C, carries -0.72; number 4, C, carries -0.08; number 5, C, carries -0.20; number 6, I, carries -0.57; number 7, C, carries -0.30; number 8, O, carries -0.20; number 9, C, carries -0.17; number 10, C, carries -0.11; number 11, N, carries -0.14; number 12, C, carries -0.09; number 13, C, carries -0.22; number 14, C, carries -0.01; number 15, C, carries -0.05; number 16, C, carries -0.04; number 17, C, carries -0.07; number 18, N, carries -0.05; number 19, C, carries -0.13; number 20, H, carries 0.01; number 21, H, carries 0.13; number 22, H, carries 0.11; number 23, H, carries 0.09; number 24, H, carries 0.15; number 25, H, carries 0.13; number 26, H, carries 0.12; number 27, H, carries 0.11; number 28, H, carries 0.11; number 29, H, carries 0.13; number 30, H, carries 0.09; number 31, O, carries -0.30; number 32, S, carries 0.54; number 33, O, carries -0.31; number 34, O, carries -0.43; number 35, C, carries -0.21; number 36, C, carries -0.06; number 37, C, carries -0.07; number 38, C, carries -0.05; number 39, C, carries -0.05; number 40, C, carries -0.20; number 41, S, carries 0.64; number 42, O, carries -0.24; number 43, O, carries -0.16; number 44, O, carries -0.29; number 45, H, carries 0.10; number 46, H, carries 0.10; number 47, H, carries 0.11; number 48, H, carries 0.07; number 49, Cl, carries 0.70; number 50, C, carries -0.68; number 51, C, carries -0.69; number 52, Cl, carries 0.70; number 53, C, carries -0.61; number 54, Cl, carries 0.77; number 55, C, carries -0.34; number 56, O, carries -0.12; number 57, C, carries -0.34; number 58, O, carries -0.14; number 59, C, carries -0.61; number 60, Cl, carries 0.73

***

Entry 3:
3 unconnected molecules or ions with the total composition C6H9FO. Source: OMol25; level of theory: ωB97M-V with the def2-TZVPD basis set.

Results
Molar mass ... 116.135 g/mol
Energy above the lowest of the compared OMol25 structures with the same formula, charge and spin ... 206.8 kJ/mol
2S+1 ... 1
E_HOMO ... -9.55 eV
Electronic energy ... -11129.968 eV

Atoms and positions in Å:
C1 -3.04 1.81 -0.07
C2 -4.27 1.57 0.37
C3 -3.95 -2.54 0.15
C4 2.19 -0.87 0.25
C5 4.51 -0.38 -0.60
C6 3.44 -0.04 0.14
O1 -3.51 -2.20 -0.83
F1 -5.02 0.91 -0.51
H1 -2.67 1.45 -1.08
H2 -2.46 2.44 0.45
H3 2.27 -1.33 1.25
H4 2.36 -1.70 -0.42
H5 1.26 -0.43 0.29
H6 4.55 -1.14 -1.30
H7 -4.65 1.59 1.35
H8 5.40 0.15 -0.34
H9 3.58 0.70 0.91

From a Löwdin analysis of the wavefunction, the atomic charges in e read: number 1, C, carries 0.03; number 2, C, carries -0.22; number 3, C, carries -0.01; number 4, C, carries -0.11; number 5, C, carries -0.01; number 6, C, carries -0.23; number 7, O, carries 0.01; number 8, F, carries -0.01; number 9, H, carries 0.10; number 10, H, carries 0.00; number 11, H, carries 0.08; number 12, H, carries 0.07; number 13, H, carries 0.04; number 14, H, carries 0.03; number 15, H, carries 0.10; number 16, H, carries 0.04; number 17, H, carries 0.09

***

Entry 4:
A gas-phase ion, C5H12NO2 (charge +1). Source: OMol25; level of theory: ωB97M-V with the def2-TZVPD basis set.

Results
Molar mass ... 118.156 g/mol
Energy above the lowest of the compared OMol25 structures with the same formula, charge and spin ... 287.0 kJ/mol
2S+1 ... 1
E_HOMO ... -13.40 eV
Charge ... +1
Electronic energy ... -10955.645 eV
Structure (SMILES) ... [NH3+][C@@H](C=O)CCCO

Atoms and positions in Å:
N1 -0.70 1.92 -1.18
C1 -0.82 1.03 0.10
C2 -2.33 0.74 0.27
O1 -3.08 1.14 -0.50
C3 -0.16 -0.31 -0.21
C4 1.33 -0.44 0.05
C5 1.64 -1.56 1.15
O2 1.11 -2.73 0.65
H1 0.24 2.02 -1.37
H2 -1.06 1.38 -2.04
H3 -1.25 2.98 -1.13
H4 -0.42 1.40 1.03
H5 -2.62 0.30 1.17
H6 -0.29 -0.59 -1.27
H7 -0.71 -1.05 0.28
H8 1.97 0.38 0.48
H9 1.88 -0.73 -0.86
H10 2.72 -1.41 1.46
H11 0.98 -1.27 1.93
H12 1.57 -3.21 -0.01

From a Löwdin analysis of the wavefunction, the atomic charges in e read: number 1, N, carries 0.20; number 2, C, carries -0.20; number 3, C, carries -0.23; number 4, O, carries 0.14; number 5, C, carries -0.17; number 6, C, carries -0.17; number 7, C, carries -0.25; number 8, O, carries -0.03; number 9, H, carries 0.11; number 10, H, carries 0.20; number 11, H, carries 0.29; number 12, H, carries 0.16; number 13, H, carries 0.13; number 14, H, carries 0.14; number 15, H, carries 0.10; number 16, H, carries 0.12; number 17, H, carries 0.11; number 18, H, carries 0.15; number 19, H, carries 0.10; number 20, H, carries 0.09

***

no.,F_max (eV/A)
1,1.71
2,2.43
3,3.71
4,5.02